# 1
Molecular formula: CN5O2
Method: DFT, ωB97M-V/def2-TZVPD

Summary:
net charge	-1
LUMO (alpha / beta)	1.003 / 1.003	eV
Kohn-Sham gap (alpha / beta)	0.1350 / 0.1351	Eh
highest occupied orbital energy (alpha / beta)	-2.6720 / -2.6723	eV
relative energy (zero: lowest compared OMol25 entry of this formula, charge and spin)	150.96	kcal/mol
calculated total energy	-12576.95725	eV

Cartesian coordinates (Å):
1 C 1.37 0.95 -0.19
2 N -2.78 -0.54 -0.04
3 N -1.68 -0.28 0.16
4 N 1.28 2.09 -0.43
5 N -3.86 -0.94 -0.36
6 N 1.77 -0.28 0.19
7 O 2.25 -0.23 1.32
8 O 1.85 -1.19 -0.66

---

# 2
Molecular formula: C4H3F3N2
Method: DFT, ωB97M-V/def2-TZVPD

Summary:
net charge	0
LUMO	0.519	eV
Kohn-Sham gap	0.3766	Eh
highest occupied orbital energy	-9.7280	eV
relative energy (zero: lowest compared OMol25 entry of this formula, charge and spin)	0.00	kcal/mol
calculated total energy	-15329.38060	eV

Cartesian coordinates (Å):
1 F 0.96 0.20 -2.49
2 C 0.97 0.84 -1.26
3 F 0.59 2.10 -1.51
4 F 2.34 0.79 -1.02
5 C 0.21 0.26 -0.25
6 C -0.43 -0.97 -0.26
7 N -0.97 -1.04 1.01
8 C -0.65 0.11 1.70
9 N 0.10 0.86 0.95
10 H -0.56 -1.70 -1.02
11 H -1.50 -1.80 1.48
12 H -1.05 0.33 2.67

---

# 3
Molecular formula: C24H32BIrN6S2
Method: DFT, ωB97M-V/def2-TZVPD

Summary:
net charge	0
LUMO (alpha / beta)	-0.651 / -0.653	eV
Kohn-Sham gap (alpha / beta)	0.2457 / 0.2456	Eh
highest occupied orbital energy (alpha / beta)	-7.3364 / -7.3365	eV
relative energy (zero: lowest compared OMol25 entry of this formula, charge and spin)	30.01	kcal/mol
calculated total energy	-59537.26565	eV

Cartesian coordinates (Å):
1 Ir -0.17 0.74 -0.12
2 C -0.95 2.61 2.86
3 C -0.85 1.43 3.80
4 C -2.23 1.13 4.42
5 C -0.30 0.16 3.21
6 C 0.04 -0.96 3.99
7 C 0.50 -1.89 3.10
8 N 0.45 -1.38 1.86
9 N -0.04 -0.10 1.92
10 B 1.01 -2.06 0.58
11 N 2.14 -1.21 0.03
12 C 3.42 -1.50 -0.20
13 C 4.06 -0.33 -0.56
14 C 3.07 0.67 -0.51
15 N 1.90 0.10 -0.16
16 C 3.39 2.12 -0.80
17 C 2.34 3.12 -0.34
18 C 3.67 2.30 -2.30
19 N -0.10 -2.11 -0.46
20 C -0.41 -3.07 -1.33
21 C -1.64 -2.77 -1.88
22 C -2.05 -1.58 -1.26
23 N -1.07 -1.16 -0.42
24 C -3.50 -1.14 -1.28
25 C -4.24 -2.07 -0.30
26 C -3.79 0.29 -0.90
27 H -1.21 3.51 3.43
28 H -1.74 2.45 2.12
29 H -0.02 2.80 2.33
30 H -0.17 1.70 4.62
31 H -2.92 0.82 3.64
32 H -2.63 2.03 4.90
33 H -2.18 0.34 5.16
34 H -0.05 -1.06 5.06
35 H 0.87 -2.90 3.25
36 H 1.41 -3.16 0.85
37 H 3.79 -2.51 -0.08
38 H 5.10 -0.20 -0.80
39 H 4.31 2.32 -0.25
40 H 1.40 2.97 -0.86
41 H 2.69 4.13 -0.56
42 H 2.15 3.05 0.74
43 H 2.76 2.11 -2.87
44 H 4.44 1.61 -2.64
45 H 4.00 3.32 -2.49
46 H 0.25 -3.91 -1.48
47 H -2.19 -3.34 -2.60
48 H -3.87 -1.33 -2.29
49 H -3.91 -1.87 0.72
50 H -4.05 -3.12 -0.52
51 H -5.32 -1.90 -0.36
52 H -3.35 0.53 0.07
53 H -4.87 0.43 -0.82
54 H -3.41 0.99 -1.63
55 S 0.08 0.86 -2.36
56 C -1.04 2.05 -2.92
57 C -1.30 2.23 -4.29
58 C -2.19 3.20 -4.70
59 C -2.84 4.01 -3.76
60 C -2.59 3.84 -2.42
61 C -1.69 2.86 -2.00
62 S -1.36 2.63 -0.30
63 H -0.80 1.60 -5.01
64 H -2.39 3.33 -5.76
65 H -3.55 4.77 -4.09
66 H -3.10 4.45 -1.68

---

# 4
Molecular formula: C6H8N2
Method: DFT, ωB97M-V/def2-TZVPD

Summary:
net charge	0
LUMO	0.818	eV
Kohn-Sham gap	0.3349	Eh
highest occupied orbital energy	-8.2959	eV
relative energy (zero: lowest compared OMol25 entry of this formula, charge and spin)	16.90	kcal/mol
calculated total energy	-9330.97493	eV

Cartesian coordinates (Å):
1 C 1.80 1.17 -0.44
2 C 1.10 0.11 -0.06
3 C 1.77 -1.15 0.29
4 C -0.36 0.10 -0.05
5 C -1.30 1.07 0.31
6 N -2.53 0.47 0.08
7 C -2.26 -0.83 -0.30
8 N -0.98 -1.11 -0.35
9 H 1.51 2.09 -0.88
10 H 2.93 1.15 -0.26
11 H 1.63 -1.91 -0.53
12 H 2.92 -1.01 0.50
13 H 1.44 -1.55 1.23
14 H -1.15 2.09 0.71
15 H -3.50 0.86 0.18
16 H -3.02 -1.54 -0.42

---

# 5
Molecular formula: C22H41ClEuNP3Se
Method: DFT, ωB97M-V/def2-TZVPD

Summary:
net charge	+3
LUMO (alpha / beta)	-9.529 / -12.476	eV
Kohn-Sham gap (alpha / beta)	0.2472 / 0.0916	Eh
highest occupied orbital energy (alpha / beta)	-16.2548 / -14.9679	eV
multiplicity	7
calculated total energy	-150004.27942	eV

Cartesian coordinates (Å):
1 Eu -0.03 -0.02 -0.27
2 P -2.92 -0.13 -0.74
3 P 0.15 -2.96 -0.39
4 P -0.04 2.91 -0.48
5 H 2.46 -0.89 -2.50
6 C 2.62 0.08 -2.02
7 C 3.22 0.14 -0.81
8 H 3.56 -0.77 -0.31
9 C -3.29 -0.16 -2.54
10 C -3.80 -1.61 -0.08
11 C -3.90 1.31 -0.14
12 C 1.88 -3.56 -0.38
13 C -0.67 -4.09 0.82
14 C -0.47 -3.60 -1.98
15 C 1.62 3.69 -0.50
16 C -0.96 3.93 0.75
17 C -0.75 3.50 -2.06
18 H 2.42 0.98 -2.60
19 H 3.52 1.10 -0.37
20 H -4.35 -0.21 -2.83
21 H -2.76 -1.01 -3.00
22 H -2.84 0.73 -3.01
23 H -4.87 -1.67 -0.35
24 H -3.71 -1.63 1.01
25 H -3.31 -2.53 -0.44
26 H -4.98 1.27 -0.35
27 H -3.51 2.25 -0.57
28 H -3.76 1.41 0.94
29 H 1.96 -4.58 -0.82
30 H 2.25 -3.58 0.65
31 H 2.51 -2.87 -0.96
32 H -0.73 -5.13 0.42
33 H -1.69 -3.72 1.02
34 H -0.10 -4.09 1.77
35 H -0.19 -4.65 -2.09
36 H -0.04 -3.01 -2.80
37 H -1.56 -3.50 -2.03
38 H 1.58 4.71 -0.92
39 H 2.29 3.07 -1.11
40 H 2.01 3.73 0.52
41 H -0.92 5.01 0.49
42 H -0.50 3.78 1.75
43 H -2.01 3.60 0.79
44 H -0.54 4.57 -2.18
45 H -1.83 3.33 -2.08
46 H -0.31 2.93 -2.90
47 C 1.12 0.14 -5.82
48 C 2.40 -0.14 -5.33
49 C 3.54 -0.08 -6.12
50 C 3.42 0.20 -7.50
51 C 2.14 0.38 -8.05
52 C 1.00 0.34 -7.22
53 Se -0.24 0.25 -4.33
54 H 0.35 0.06 -2.88
55 H 2.50 -0.38 -4.28
56 H 4.51 -0.24 -5.65
57 H 4.32 0.26 -8.10
58 H 2.08 0.56 -9.12
59 H 0.02 0.48 -7.69
60 Cl 1.53 2.20 5.26
61 C 0.52 1.09 4.45
62 C -0.40 0.33 5.19
63 C -1.19 -0.59 4.50
64 C -1.06 -0.71 3.10
65 N -0.20 0.09 2.40
66 C 0.61 0.96 3.06
67 H -0.48 0.46 6.26
68 H -1.91 -1.21 4.98
69 H -1.63 -1.43 2.51
70 H 1.32 1.55 2.48

---

# 6
Molecular formula: C8H17CrO3P2
Method: DFT, ωB97M-V/def2-TZVPD

Summary:
net charge	-1
LUMO (alpha / beta)	2.694 / 2.688	eV
Kohn-Sham gap (alpha / beta)	0.1283 / 0.1423	Eh
highest occupied orbital energy (alpha / beta)	-0.7988 / -1.1841	eV
relative energy (zero: lowest compared OMol25 entry of this formula, charge and spin)	33.44	kcal/mol
multiplicity	5
calculated total energy	-61706.51505	eV

Cartesian coordinates (Å):
1 C 0.81 -0.04 -3.47
2 C -0.01 0.01 -4.75
3 C -0.91 -1.10 -4.63
4 C -0.70 -1.86 -3.43
5 C 0.04 -1.11 -2.49
6 Cr -1.21 0.30 -3.20
7 P -0.60 2.21 -1.20
8 H 1.69 0.63 -3.43
9 H -0.08 0.74 -5.64
10 H -1.54 -1.52 -5.48
11 H 0.27 -1.47 -1.46
12 H -1.16 -2.92 -3.38
13 H -1.37 2.70 -0.03
14 H -0.13 3.56 -1.33
15 H 0.46 1.83 -0.17
16 C -1.04 1.98 3.01
17 O -0.31 0.93 2.42
18 P -0.94 -0.61 2.23
19 O -0.45 -1.25 3.78
20 C 0.81 -0.75 4.32
21 O -0.07 -1.76 1.30
22 C 1.37 -1.36 1.04
23 H -1.19 2.78 2.30
24 H -0.46 2.37 3.86
25 H -1.98 1.71 3.45
26 H 1.41 -0.10 3.66
27 H 0.59 -0.24 5.26
28 H 1.42 -1.61 4.60
29 H 1.72 -0.29 1.19
30 H 1.91 -2.07 1.67
31 H 1.65 -1.68 0.02

---

calculated total energy of number 4 (C6H8N2)? -9330.97493 eV